1.
This record from OMol25 describes a 2-piece molecular cluster, CH9N2 overall at a distorted geometry. The level of theory is wB97M-V/def2-TZVPD.

CARTESIAN COORDINATES (ANGSTROEM)
N  0.020  -1.851  0.915
H  0.876  -1.827  1.470
H  -0.612  -2.545  1.373
H  -0.396  0.053  0.719
H  0.228  -2.284  -0.034
C  0.275  1.102  -1.157
N  -0.393  0.972  0.256
H  -0.077  0.395  -1.888
H  1.370  1.103  -1.101
H  0.169  2.143  -1.573
H  0.004  1.727  0.901
H  -1.463  1.012  0.118

E	-152.7489	a.u.
energy above the lowest of the compared OMol25 structures with the same formula, charge and spin	17.28	kcal/mol
total charge	+1
gap between HOMO and LUMO	11.66	eV
HOMO level	-15.3	eV

These are the Löwdin partial charges, in e, on atoms 1 to 2: -0.01 0.04



2.
This record from OMol25 describes CH9N4 as an isolated structure at a distorted geometry. The level of theory is wB97M-V/def2-TZVPD.

CARTESIAN COORDINATES (ANGSTROEM)
C  -0.568  1.521  -1.328
N  0.788  0.943  -1.225
N  0.547  -0.577  0.735
N  -0.439  -1.322  0.842
N  -0.554  -2.015  1.995
H  -0.959  2.225  -0.576
H  -0.968  1.784  -2.344
H  1.666  1.483  -1.248
H  0.775  0.335  -0.206
H  1.216  -0.540  1.399
H  -1.186  0.592  -1.150
H  0.189  -2.194  2.706
H  0.907  0.267  -1.961
H  -1.412  -2.502  2.362

E	-262.1826	a.u.
energy above the lowest of the compared OMol25 structures with the same formula, charge and spin	101.49	kcal/mol
total charge	+1
gap between HOMO and LUMO	11.16	eV
HOMO level	-14.9	eV

These are the Löwdin partial charges, in e, on atoms 1 to 2: -0.08 0.03



3.
This record from OMol25 describes a 2-piece molecular cluster, CH9N4S overall at a distorted geometry. The level of theory is wB97M-V/def2-TZVPD.

CARTESIAN COORDINATES (ANGSTROEM)
C  1.664  -0.203  0.093
N  0.821  0.588  0.727
N  1.358  -0.831  -1.047
N  -3.343  0.281  -0.736
N  3.175  -0.419  0.861
S  -1.670  -0.427  -0.845
H  1.072  0.909  1.633
H  -0.129  0.608  0.399
H  2.146  -1.393  -1.434
H  0.396  -1.087  -1.165
H  -3.442  0.924  -1.454
H  -4.101  -0.536  -0.914
H  3.848  -0.933  0.321
H  3.521  0.454  1.224
H  -3.469  0.621  0.246

E	-660.4167	a.u.
energy above the lowest of the compared OMol25 structures with the same formula, charge and spin	21.81	kcal/mol
total charge	+1
gap between HOMO and LUMO	8.99	eV
HOMO level	-12.3	eV

These are the Löwdin partial charges, in e, on atoms 1 to 2: -0.27 0.17



4.
This record from OMol25 describes a 3-piece molecular cluster, CH9N5 overall at a distorted geometry. The level of theory is wB97M-V/def2-TZVPD.

CARTESIAN COORDINATES (ANGSTROEM)
C  2.577  -7.576  -5.347
N  2.800  -6.924  -4.292
N  -4.862  8.892  4.895
N  -3.174  10.430  5.234
N  3.593  -7.400  -3.339
N  -4.032  9.677  4.536
H  1.712  -7.219  -5.917
H  3.025  -8.594  -5.504
H  2.342  -5.966  -4.144
H  -4.486  8.943  6.678
H  -3.442  10.429  6.287
H  -2.928  11.354  4.729
H  4.180  -6.739  -2.919
H  4.268  -8.081  -3.668
H  -3.797  9.922  3.559

E	-316.4274	a.u.
energy above the lowest of the compared OMol25 structures with the same formula, charge and spin	165.76	kcal/mol
total charge	+2
gap between HOMO and LUMO (spin up / spin down)	8.78 / 8.66	eV
HOMO level (spin up / spin down)	-16.9 / -16.9	eV

These are the Löwdin partial charges, in e, on atoms 1 to 2: 0.16 -0.06



5.
This record from OMol25 describes a 3-piece molecular cluster, CH9NO2 overall at a distorted geometry. The level of theory is wB97M-V/def2-TZVPD.

CARTESIAN COORDINATES (ANGSTROEM)
H  -0.016  -1.178  1.002
O  -0.036  -2.234  1.324
N  0.220  0.133  0.604
H  -0.561  -2.251  2.126
H  0.196  -0.013  -0.409
H  1.187  0.268  0.867
C  -0.666  1.258  0.932
H  -0.689  1.971  0.102
H  -1.690  0.945  1.096
H  -0.217  1.820  1.746
O  0.408  0.889  -2.590
H  1.351  0.672  -2.670
H  -0.168  0.743  -3.363

E	-248.6975	a.u.
energy above the lowest of the compared OMol25 structures with the same formula, charge and spin	11.08	kcal/mol
gap between HOMO and LUMO	9.73	eV
HOMO level	-9.2	eV
structure (SMILES)	CN.O.O

These are the Löwdin partial charges, in e, on atoms 1 to 2: -0.04 -0.22



6.
This record from OMol25 describes one molecule with the formula CH9NOSi2 at a distorted geometry. The level of theory is wB97M-V/def2-TZVPD.

CARTESIAN COORDINATES (ANGSTROEM)
C  -0.639  1.649  1.584
N  0.515  -1.046  -1.006
O  0.042  0.476  1.218
Si  -0.431  -0.899  0.445
Si  1.348  0.180  -1.882
H  -0.675  1.653  2.686
H  -1.558  1.658  1.079
H  -0.083  2.487  1.280
H  -1.760  -1.006  -0.031
H  -0.161  -2.112  1.271
H  0.743  -2.041  -1.268
H  1.182  1.509  -1.049
H  2.309  -0.477  -2.650
H  0.558  0.699  -3.044

E	-752.2842	a.u.
energy above the lowest of the compared OMol25 structures with the same formula, charge and spin	0.00	kcal/mol
gap between HOMO and LUMO (spin up / spin down)	4.53 / 6.66	eV
HOMO level (spin up / spin down)	-3.8 / -10.5	eV
2S+1	3

These are the Löwdin partial charges, in e, on atoms 1 to 2: -0.14 -0.26



7.
This record from OMol25 describes a 2-piece molecular cluster, CH9NSi2 overall at a distorted geometry. The level of theory is wB97M-V/def2-TZVPD.

CARTESIAN COORDINATES (ANGSTROEM)
C  -1.094  1.051  -0.003
N  0.541  -1.284  0.083
Si  -1.091  -0.829  -0.290
Si  2.514  1.003  0.709
H  -2.020  1.553  -0.316
H  -0.878  1.533  0.934
H  -0.360  1.317  -0.794
H  1.084  -0.292  0.303
H  1.015  -2.155  0.051
H  -1.587  -1.156  -1.675
H  -1.999  -1.478  0.635
H  2.997  -0.006  1.584
H  3.612  1.551  -0.118

E	-677.1096	a.u.
energy above the lowest of the compared OMol25 structures with the same formula, charge and spin	55.98	kcal/mol
gap between HOMO and LUMO	7.10	eV
HOMO level	-8.4	eV

These are the Löwdin partial charges, in e, on atoms 1 to 2: -0.29 -0.18



8.
This record from OMol25 describes a 4-piece molecular cluster, CH9O4 overall at a distorted geometry. The level of theory is wB97M-V/def2-TZVPD.

CARTESIAN COORDINATES (ANGSTROEM)
C  1.699  -0.852  -0.122
O  0.357  -0.539  -0.172
H  2.092  -1.847  -0.614
H  2.199  -1.011  0.896
H  2.247  0.032  -0.646
H  -0.625  1.133  2.113
H  0.169  0.709  0.879
O  -0.272  1.550  1.299
H  -0.642  -1.545  0.501
H  -1.947  -2.428  0.344
O  -1.216  -2.180  0.935
H  -0.953  2.113  -1.189
H  -1.929  2.147  -2.273
O  -1.180  2.719  -1.951

E	-344.4638	a.u.
energy above the lowest of the compared OMol25 structures with the same formula, charge and spin	19.54	kcal/mol
total charge	-1
gap between HOMO and LUMO	8.07	eV
HOMO level	-4.0	eV

These are the Löwdin partial charges, in e, on atoms 1 to 2: -0.37 -0.41



9.
This record from OMol25 describes a 2-piece molecular cluster, CHBr2Cl2P overall at a distorted geometry. The level of theory is wB97M-V/def2-TZVPD.

CARTESIAN COORDINATES (ANGSTROEM)
C  0.519  -0.208  0.446
P  -1.116  0.568  -0.132
Cl  -1.096  0.712  -2.102
Cl  -0.401  2.456  0.526
Br  0.046  -2.501  -0.806
Br  0.503  -0.725  2.161
H  1.546  -0.301  -0.093

E	-6448.4457	a.u.
energy above the lowest of the compared OMol25 structures with the same formula, charge and spin	38.22	kcal/mol
gap between HOMO and LUMO (spin up / spin down)	7.67 / 7.67	eV
HOMO level (spin up / spin down)	-9.8 / -9.8	eV

These are the Löwdin partial charges, in e, on atoms 1 to 2: -1.16 0.07



10.
This record from OMol25 describes a 2-piece molecular cluster, CHBr2F2P overall. The level of theory is wB97M-V/def2-TZVPD.

CARTESIAN COORDINATES (ANGSTROEM)
C  -0.053  0.668  -0.375
F  0.708  1.059  -1.377
F  -0.538  1.698  0.309
P  -3.215  -0.845  -1.244
Br  -3.476  -0.978  -3.420
Br  -2.373  -2.829  -0.802
H  0.315  -0.164  0.217

E	-5727.7514	a.u.
gap between HOMO and LUMO (spin up / spin down)	8.35 / 8.85	eV
HOMO level (spin up / spin down)	-8.3 / -10.6	eV
2S+1	3

These are the Löwdin partial charges, in e, on atoms 1 to 2: -0.24 0.06